Record 1
Below is C39H53InN5OP2STe as an isolated structure, with properties calculated with ωB97M-V with the def2-TZVPD basis set.

Output
**Largest force on an atom**: 0.78 eV/A
**Multiplicity**: 1
**Energy**: -92660.91836 eV
**HOMO-LUMO gap**: 6.01 eV
**Total charge**: +3

CARTESIAN COORDINATES (ANGSTROEM)
Te  2.1751  1.7380  -1.1144
In  0.1358  -0.0310  0.0417
S  -0.3166  2.3030  1.2128
P  -1.4782  -1.1705  1.8626
P  -0.9748  -1.6099  -3.0168
O  -0.4573  -0.9818  -1.6967
N  1.2823  1.3872  3.1255
N  0.2974  -2.3661  -3.7049
N  -1.6183  -0.4556  -3.9637
N  -2.1702  -2.6675  -2.7316
N  1.9817  3.3168  2.0769
C  0.1977  -2.9376  -5.0760
C  -0.4040  -2.2057  2.8959
C  4.2466  -0.5621  -1.0878
C  -1.9142  1.5778  -5.1504
C  -2.1269  0.1512  2.8885
C  -2.4852  -3.9332  -3.4323
C  -2.9136  -0.5484  -4.6748
C  2.2465  2.7204  -5.8498
C  2.1338  2.0164  -3.1925
C  -2.2976  1.3262  4.9812
C  -3.6662  1.9870  3.1113
C  -3.9708  -4.1089  -3.1478
C  3.6853  1.2111  3.5560
C  -2.7640  0.4796  -5.7887
C  1.1001  2.3416  2.2137
C  2.3495  -1.9112  -4.7609
C  -1.7346  0.3119  4.2158
C  2.9642  1.3013  -4.0411
C  6.5877  -0.2421  -0.6276
C  3.1874  1.2379  6.2967
C  -3.1019  0.9877  2.3407
C  -2.9462  -2.2096  1.5918
C  1.7050  -2.0736  -3.3920
C  -4.1126  -3.5735  -1.7259
C  1.6417  -2.9774  -5.5884
C  -0.9410  0.8154  -4.2445
C  6.3726  1.1129  -0.4178
C  1.4248  3.4333  -4.9831
C  -3.2561  2.1626  4.4292
C  2.3897  1.3194  4.0442
C  5.0955  1.6423  -0.5443
C  4.4892  1.1468  5.8235
C  5.5281  -1.0779  -0.9560
C  4.0419  0.7989  -0.8871
C  2.1279  1.3303  5.4063
C  4.7374  1.1349  4.4578
C  1.3705  3.0909  -3.6419
C  -3.2041  -2.3428  -1.7352
C  3.0168  1.6654  -5.3807
H  5.6994  -2.1348  -1.1111
H  -4.2962  -5.1401  -3.2630
H  0.4366  0.8871  3.3715
H  -1.8988  -4.7521  -3.0087
H  -3.3483  -2.3610  2.5961
H  -2.2781  -3.8695  -4.4977
H  2.9958  1.2478  7.3607
H  -0.4420  -2.3059  -5.6995
H  3.6729  1.1311  -6.0551
H  2.0754  -3.9601  -5.4024
H  5.7516  1.0519  4.0921
H  -5.1396  -3.3281  -1.4639
H  -2.2422  0.0374  -6.6391
H  1.1113  1.4288  5.7677
H  -1.3870  2.1792  -5.8879
H  5.3123  1.0813  6.5213
H  -0.7455  1.3531  -3.3133
H  1.6952  -2.7901  -6.6583
H  -0.1664  -3.1150  2.3419
H  7.1987  1.7630  -0.1633
H  -4.5526  -3.4895  -3.8335
H  3.4273  -1.2226  -1.3326
H  3.5876  0.4975  -3.6695
H  -2.6980  -3.1724  1.1496
H  2.6989  3.4579  2.7787
H  -2.0052  1.4455  6.0159
H  -3.7585  -1.4383  -2.0085
H  -4.4277  2.6299  2.6916
H  3.4319  -2.0297  -4.7358
H  -0.2248  -3.9389  -5.0454
H  1.7716  4.0749  1.4463
H  2.1128  -0.9227  -5.1600
H  -0.9256  -2.4898  3.8108
H  -1.0203  -0.3621  4.6763
H  1.7749  -1.1812  -2.7706
H  -3.6915  -1.6958  0.9896
H  0.7523  3.6679  -2.9634
H  2.3026  3.0039  -6.8922
H  -2.5388  2.2493  -4.5596
H  2.1508  -2.9151  -2.8508
H  -3.7279  0.8417  -6.1393
H  0.8448  4.2710  -5.3466
H  4.9382  2.7035  -0.3934
H  -3.0807  -1.5546  -5.0551
H  -2.7182  -2.1716  -0.7791
H  -3.7007  2.9433  5.0312
H  -3.7409  -0.2899  -4.0083
H  3.8743  1.1677  2.4885
H  7.5853  -0.6495  -0.5352
H  -3.4250  0.8637  1.3118
H  -3.7444  -4.3098  -1.0076
H  0.5331  -1.7088  3.1499
H  0.0227  0.6430  -4.7372

=====

Record 2
Below is a 7-piece molecular cluster, C39H53N7O5 overall at a distorted geometry, with properties calculated with ωB97M-V with the def2-TZVPD basis set.

Output
**Largest force on an atom**: 9.92 eV/A
**Multiplicity**: 1
**Structure (SMILES)**: C#CC[C@]1(CCCCN(C)C(C)=O)OC(=O)O[C@@H]1OCC.c1cc[nH]c1.c1cc[nH]c1.c1cc[nH]c1.c1cc[nH]c1.c1cc[nH]c1.c1cc[nH]c1
**Energy**: -61956.26577 eV
**HOMO-LUMO gap**: 8.53 eV

CARTESIAN COORDINATES (ANGSTROEM)
O  -5.3769  -2.9247  0.3668
O  -5.8429  -2.7724  -2.1565
O  -3.8819  -3.9858  -1.0239
O  -2.1634  -4.1316  0.4940
O  0.6609  4.0255  0.6944
N  5.7062  1.0563  -1.4628
N  -2.0564  -2.4415  -4.5750
N  4.8702  6.8958  0.0023
N  0.5993  -7.4139  -1.3614
N  -5.8273  4.1370  5.5962
N  3.4093  1.8123  2.5661
N  -0.6837  1.9364  0.1289
C  -3.6846  3.8182  5.0974
C  2.8577  6.1587  -0.5871
C  5.4555  0.1752  -3.4883
C  -2.9587  -3.1955  3.4711
C  -4.2643  -3.3288  2.4823
C  5.2009  1.5652  -3.5668
C  -0.7669  -3.8748  0.1035
C  0.5402  2.8314  0.1094
C  1.7885  -7.3135  -3.2368
C  -0.1849  -2.4087  0.6364
C  -5.6482  4.5876  4.3142
C  4.6034  7.4209  -1.2353
C  1.7887  -7.7745  -1.9393
C  -3.0775  -3.1247  -0.0964
C  0.0863  -2.7603  -5.0739
C  -0.5556  -2.1798  -6.1938
C  -0.1626  -6.7361  -2.2772
C  5.2253  0.5822  2.9270
C  -1.6120  2.2380  1.2843
C  4.6487  1.4962  2.0736
C  -1.3628  2.2159  -1.2265
C  1.8514  2.2995  -0.7776
C  0.5536  -6.6558  -3.4506
C  5.7688  -0.1111  -2.1782
C  -1.7655  -3.4849  4.1999
C  3.3606  6.9761  -1.6274
C  3.8090  6.1289  0.4079
C  -4.0938  -2.5267  1.0368
C  4.2986  0.3338  3.9676
C  -2.3292  0.8722  1.9307
C  -4.3265  4.3987  3.9775
C  -4.3153  -0.9202  1.2200
C  5.3657  2.0848  -2.3024
C  -3.0900  0.0399  0.7299
C  -5.1480  -3.1850  -1.0934
C  -0.8632  -2.9074  -4.0874
C  -1.8774  -1.9909  -5.8571
C  -4.6341  3.6711  6.0838
C  3.1850  1.1043  3.7181
H  -4.5809  -4.4498  2.2523
H  -0.1024  -1.9261  -7.1434
H  -6.7027  4.1475  6.1033
H  2.8688  7.2155  -2.5613
H  0.9440  -2.5132  1.0089
H  -0.7941  -3.8236  4.8009
H  -5.2267  -2.8385  2.9898
H  -1.0169  2.7152  2.2027
H  -0.1063  -4.6911  0.6661
H  2.3908  3.2125  -1.3229
H  0.2219  -6.1765  -4.3625
H  -5.3571  -0.5811  0.7466
H  2.5907  1.6522  -0.1420
H  5.7172  7.0506  0.5336
H  4.4292  -0.3355  4.8081
H  1.4074  1.5852  -1.6233
H  1.1289  -3.0397  -4.9949
H  6.0285  -1.0434  -1.6949
H  -3.5737  0.8705  0.0217
H  -0.7331  2.9581  -1.9011
H  -6.4747  5.0017  3.7523
H  -0.7924  -3.3042  -3.0835
H  -0.5508  -4.0359  -1.0479
H  -2.2561  -0.4743  0.0935
H  5.8843  1.1451  -0.4709
H  5.0139  1.9487  1.1614
H  3.8222  5.6279  1.3666
H  2.5909  -7.4380  -3.9524
H  -2.6420  3.5388  5.1763
H  -4.5633  3.2743  7.0877
H  6.2068  0.1409  2.8118
H  -2.4245  3.0606  0.9953
H  5.4160  -0.5397  -4.2999
H  -1.5157  0.1656  2.3913
H  5.2688  3.0955  -1.9289
H  -2.5576  -2.4065  -0.8700
H  5.3195  8.0631  -1.7303
H  -4.4483  -0.7280  2.3908
H  1.9040  5.6474  -0.5658
H  -2.4801  2.5476  -1.1223
H  -1.1458  -6.3686  -2.0157
H  -3.8733  4.6524  3.0279
H  -2.7039  -1.5768  -6.4190
H  2.5321  -8.3257  -1.3789
H  -1.3626  1.1834  -1.8250
H  2.7612  2.4651  2.1448
H  4.9274  2.1268  -4.4507
H  2.2552  1.2100  4.2609
H  0.3263  -7.6171  -0.4086
H  -3.1156  1.2746  2.7068
H  -0.8727  -1.9210  1.4496
H  -0.1308  -1.7047  -0.3119
H  -2.9318  -2.4310  -4.0679

=====

Record 3
Below is C39H54Br6HfN5O9 as an isolated structure at a distorted geometry, with properties calculated with ωB97M-V with the def2-TZVPD basis set.

Output
**Largest force on an atom**: 7.61 eV/A
**Multiplicity**: 1
**Energy**: -488737.33322 eV
**HOMO-LUMO gap**: 5.06 eV
**Total charge**: +1

CARTESIAN COORDINATES (ANGSTROEM)
Hf  2.7359  0.2019  0.5963
Br  -4.5611  4.4604  -2.5865
Br  -2.2427  2.9288  -4.2796
Br  -6.7964  -2.4540  -1.3564
Br  -5.3362  3.0888  -5.2225
Br  -4.2166  -0.7906  -2.0663
Br  -5.6738  -0.6555  1.0640
O  0.7189  0.4008  -0.6160
O  -0.5599  2.0903  2.0789
O  3.5054  -0.9986  -1.5301
O  0.7903  0.4220  2.3772
O  4.8220  -2.6863  -1.7209
O  2.0143  2.8200  1.0122
O  3.9400  1.8316  -0.6921
O  2.3673  -2.0625  1.1629
O  2.8434  4.5960  1.8468
N  1.9987  4.0343  1.1559
N  -0.2313  1.0454  2.6363
N  -5.8049  2.9073  -0.0143
N  2.0028  -3.4759  0.9556
N  3.8858  -2.0032  -2.0856
C  2.1020  -5.7354  1.8108
C  -1.0653  0.6489  3.8820
C  -4.1617  2.8478  -3.6047
C  -2.0680  1.4365  4.4183
C  -0.5262  -2.8375  1.1000
C  -2.6902  1.0489  5.6193
C  -7.5259  2.8650  1.4538
C  -1.2924  -0.8726  5.7772
C  0.4816  4.7600  -0.6224
C  2.9376  -1.5530  -4.2309
C  -0.6348  -0.4535  4.6376
C  0.6575  -3.6581  0.4085
C  -0.1895  0.9149  -1.5100
C  0.5435  -5.8413  1.7042
C  0.7158  -3.1783  -1.1073
C  -7.1223  3.0887  0.1212
C  2.5129  -4.2055  -4.8117
C  -2.3985  -0.1453  6.2922
C  0.1989  -5.1448  0.3581
C  2.0546  -3.1743  -5.7127
C  2.3020  -1.8424  -5.4149
C  2.0508  -3.9237  3.5314
C  3.3202  3.3825  -2.3479
C  -1.6092  1.2529  -1.0280
C  -0.6325  6.7547  1.0392
C  0.2884  5.8346  1.5311
C  4.4047  2.3965  -1.8945
C  -0.2537  0.2729  -2.8891
C  -5.2755  2.7073  1.2592
C  -0.5281  5.6697  -1.0959
C  5.7564  3.0783  -1.7413
C  0.8916  4.8586  0.6965
C  2.5369  -4.3232  2.1017
C  3.0795  -3.8775  -3.6058
C  4.1184  -4.3493  2.1780
C  -1.0968  6.6276  -0.2862
C  3.2602  -2.5238  -3.2821
C  -6.3184  2.5227  2.1064
C  -5.1651  -1.6800  -0.5540
H  3.1826  -0.5406  -3.9455
H  2.4548  -6.2901  2.6802
H  -1.7886  1.9655  -0.2229
H  0.7089  -0.1792  -3.1281
H  0.9729  -2.1364  -1.2977
H  -0.8837  -0.6092  -3.0036
H  -4.2207  2.4798  1.3052
H  1.0076  -4.1290  3.7716
H  -2.0505  0.3618  -0.5816
H  4.6087  1.6826  -2.6925
H  -2.1189  1.6142  -1.9212
H  -3.3811  1.7667  6.0361
H  -1.1318  7.4510  1.6967
H  0.6399  5.7664  2.5501
H  -5.3012  2.9442  -0.8890
H  -1.5090  -3.1076  0.7134
H  -4.4556  1.9808  -3.0131
H  0.2286  -1.0036  4.2936
H  -0.8507  -1.6820  6.3396
H  4.4432  -4.6252  1.1748
H  6.5664  2.3804  -1.5297
H  0.1318  1.9253  -1.7629
H  1.5133  -3.8055  -1.5056
H  -1.8572  7.3066  -0.6428
H  2.2720  -2.8688  3.6940
H  -0.1070  -3.2836  -1.8144
H  3.2933  -4.6110  -2.8424
H  -6.1035  2.3500  3.1506
H  1.6665  -3.4336  -6.6867
H  2.3340  2.9212  -2.4006
H  -0.0117  -5.5162  2.5840
H  -0.5695  -1.7509  1.0259
H  0.2342  -6.8858  1.6656
H  -0.5349  0.9961  -3.6546
H  -4.5497  -2.5179  -0.2265
H  -0.4854  -3.1000  2.1571
H  -8.5465  2.7782  1.7961
H  -2.3338  2.4061  4.0238
H  0.9387  3.9146  -1.1151
H  -2.8570  -0.3856  7.2401
H  6.0546  3.5653  -2.6698
H  -0.8867  -5.1426  0.2609
H  4.4763  -5.0184  2.9605
H  2.3383  -5.2630  -4.9448
H  3.2126  4.2239  -1.6633
H  5.7875  3.7284  -0.8669
H  2.7307  -4.4899  4.1680
H  2.5127  -6.1858  0.9071
H  0.7071  -5.6920  -0.4359
H  -0.8540  5.6142  -2.1240
H  4.4977  -3.3904  2.5314
H  1.9865  -1.0534  -6.0815
H  3.6565  3.8122  -3.2915
H  -7.6311  3.4114  -0.7752

=====

Record 4
Below is C39H54CaN9O3PS2 as an isolated structure at a distorted geometry, with properties calculated with ωB97M-V with the def2-TZVPD basis set.

Output
**Largest force on an atom**: 1.30 eV/A
**Multiplicity**: 1
**Energy**: -110274.68766 eV
**HOMO-LUMO gap**: 7.42 eV

CARTESIAN COORDINATES (ANGSTROEM)
Ca  -1.8127  0.5493  0.6194
S  0.7447  -1.0855  2.3103
S  0.0925  2.9206  1.8583
P  -2.0781  0.5246  -3.5296
O  -2.1560  1.3327  2.6053
O  -0.3176  -0.3144  -0.5758
O  4.3159  -4.2425  2.0142
N  -2.9677  -1.2217  -0.6612
N  -2.5944  2.9955  -0.1236
N  -1.9139  1.3914  -6.2023
N  -4.0899  0.5087  -5.4899
N  3.1942  -0.1759  2.0606
N  -3.4215  -0.9826  1.9756
N  -0.0736  2.4339  -1.0846
N  2.9416  -2.4850  1.7948
N  -2.2104  -1.0170  -5.8687
C  -1.7482  -1.1776  5.2022
C  -0.6666  3.6450  -1.5891
C  -1.0513  0.9517  6.0190
C  6.3312  -2.5155  5.2720
C  -1.5528  0.0412  -6.6280
C  1.6613  -2.8788  -2.1581
C  -2.8738  -1.4146  3.0476
C  -4.2887  -1.8883  1.2415
C  -1.1310  4.2419  1.5491
C  -3.3671  1.5208  -6.2565
C  5.5326  -1.8509  6.1938
C  3.9304  -3.1887  2.4715
C  4.5538  -0.0933  1.5413
C  2.3644  -1.2325  2.0449
C  4.1957  -1.6121  5.9126
C  -2.3819  -2.2810  -1.0787
C  -1.4000  1.5478  4.8309
C  4.4593  -2.6660  3.7700
C  1.3987  3.3225  0.6660
C  3.6553  -2.0146  4.7001
C  -1.7497  -1.0483  -4.4804
C  -1.1996  -0.4277  6.2169
C  -0.5901  -3.6457  -2.0031
C  -3.8625  0.6719  -4.0535
C  0.7120  -3.8864  -2.3755
C  -0.0181  -1.4199  -1.1541
C  -1.4134  1.6620  -4.8539
C  -4.3414  -1.4148  -0.2066
C  5.7925  -2.9336  4.0677
C  1.2877  2.4877  -0.6179
C  -1.9038  0.7885  3.7456
C  4.6195  -0.0298  0.0205
C  -3.6524  -0.8101  -5.9420
C  6.0619  -0.0007  -0.4662
C  1.3117  -1.6864  -1.5706
C  -2.1278  -0.5986  3.9844
C  -0.9843  -2.4327  -1.4182
C  -2.5330  3.8601  1.0606
C  -2.1889  3.6232  -1.3842
H  7.3693  -2.7176  5.4979
H  -3.9598  -0.9273  -6.9843
H  -0.2388  4.4912  -1.0518
H  2.6057  -1.8427  4.5016
H  6.5967  -0.8987  -0.1526
H  -1.2737  4.7562  2.5008
H  -0.4712  -0.0805  -6.5442
H  -0.9097  -0.8861  7.1520
H  -3.0405  3.3331  1.8660
H  -3.6754  1.4359  -7.3016
H  -2.2403  -1.8758  -3.9636
H  -0.4616  3.8320  -2.6547
H  6.1106  0.0528  -1.5531
H  -3.5598  2.7018  -0.2338
H  1.5702  1.4563  -0.3951
H  -4.2496  1.6480  -3.7434
H  5.9518  -1.5278  7.1376
H  6.3904  -3.4723  3.3450
H  2.3484  3.1117  1.1622
H  -0.6765  -1.2569  -4.4537
H  6.5972  0.8622  -0.0657
H  4.0848  0.8587  -0.3282
H  -0.6543  1.5638  6.8208
H  -1.3466  -4.4068  -2.1668
H  5.1427  -0.9333  1.9032
H  -4.4392  -0.0864  -3.5149
H  -3.9234  -2.9241  1.2813
H  -2.9791  -3.1953  -1.2144
H  -0.6623  4.9597  0.8788
H  2.6902  -3.0428  -2.4586
H  -1.8365  -0.0687  -7.6778
H  -1.2639  2.6115  4.6814
H  1.3926  4.3943  0.4626
H  -4.1522  -1.5744  -5.3430
H  -2.5796  4.6476  -1.4658
H  -2.6399  3.0364  -2.1874
H  3.5659  -1.1156  6.6382
H  2.0435  -0.9060  -1.4057
H  4.9980  0.8023  1.9801
H  -3.6489  2.5108  -5.8907
H  -5.2947  -1.8708  1.6737
H  -1.6533  2.6973  -4.5913
H  -0.2554  1.6215  -1.6595
H  -4.8558  -0.4509  -0.2417
H  2.3778  -3.0828  1.2047
H  2.7114  0.6930  2.2358
H  -1.9074  -2.2426  5.3379
H  -0.3219  1.5795  -4.8588
H  4.1003  -0.8992  -0.3872
H  -3.0590  4.8093  0.8727
H  0.9977  -4.8278  -2.8226
H  1.9997  2.8848  -1.3614
H  -3.0156  -2.4627  3.3493
H  -4.8937  -2.1233  -0.8347